Record 1
Here is one molecule with the formula H4N3P in a non-equilibrium geometry from OMol25. Energies are from ωB97M-V with the def2-TZVPD basis set.

Results
Multiplicity ... 1
LUMO energy (alpha / beta) ... 0.35 / 0.35 eV
Energy relative to the best compared isomer or geometry (same formula, charge and spin) ... 177.8 kJ/mol
Molar mass ... 77.0 g mol⁻¹
DFT total energy ... -507.89014 Ha

Bonds (Å) are listed after each position.
Positions of all 8 atoms, in Å:
1 N -1.33575 0.73867 -0.40968  N2 1.276, H5 1.071
2 N -0.87481 -0.43452 -0.21238  N1 1.276, N3 1.300, H6 1.040
3 N 0.34991 -0.78559 0.04850  N2 1.300, P4 1.671
4 P 1.50502 0.41867 -0.03585  N3 1.671, H7 1.380, H8 1.514
5 H -2.40422 0.75397 -0.48854  N1 1.071
6 H -1.51051 -1.25192 -0.12055  N2 1.040
7 H 2.47945 -0.55859 -0.05749  P4 1.380
8 H 1.79091 1.11931 1.27600  P4 1.514

---

Record 2
Here is one molecule with the formula C7H8O2S in a non-equilibrium geometry from OMol25. Energies are from ωB97M-V with the def2-TZVPD basis set.

Results
Multiplicity ... 1
LUMO energy ... 0.87 eV
Energy relative to the best compared isomer or geometry (same formula, charge and spin) ... 343.7 kJ/mol
Molar mass ... 156.2 g mol⁻¹
DFT total energy ... -820.05480 Ha
SMILES string ... C1=C2OCCO[C@@]23C[C@H]3S1

Bonds (Å) are listed after each position.
Positions of all 18 atoms, in Å:
1 C -2.06844 -1.58898 0.01596  C2 1.325, S10 1.806, H11 1.106
2 C -0.80236 -1.20413 -0.05138  C1 1.325, O3 1.329, C7 1.819
3 O 0.35751 -1.79915 -0.30771  C2 1.329, C4 1.454
4 C 1.56507 -1.34083 0.36051  O3 1.454, C5 1.579, H12 1.201, H13 1.052
5 C 1.60462 0.23692 0.30485  C4 1.579, O6 1.399, H14 1.106, H15 1.126
6 O 0.51168 0.82458 0.94998  C5 1.399, C7 1.361
7 C -0.59106 0.58602 0.18924  C2 1.819, O6 1.361, C8 1.515, C9 1.484
8 C -1.21063 1.27227 -1.01110  C7 1.515, C9 1.521, H16 1.093, H17 1.108
9 C -2.00637 1.02608 0.26182  C7 1.484, C8 1.521, S10 1.796, H18 1.092
10 S -3.25685 -0.26180 0.31380  C1 1.806, C9 1.796
11 H -2.66559 -2.50076 -0.16977  C1 1.106
12 H 2.47028 -1.69896 -0.34246  C4 1.201
13 H 1.68448 -1.63867 1.36239  C4 1.052
14 H 2.48158 0.72230 0.77192  C5 1.106
15 H 1.49917 0.60891 -0.75226  C5 1.126
16 H -1.16101 0.57170 -1.84856  C8 1.093
17 H -0.80624 2.25662 -1.32020  C8 1.108
18 H -2.18367 1.97680 0.76943  C9 1.092

---

Record 3
Here is a 8-piece molecular cluster, C25H59Cl2F6N3O12P overall in a non-equilibrium geometry from OMol25. Energies are from ωB97M-V with the def2-TZVPD basis set.

Results
Multiplicity ... 1
Total charge ... -1
LUMO energy ... 2.39 eV
Energy relative to the best compared isomer or geometry (same formula, charge and spin) ... 329.2 kJ/mol
Molar mass ... 809.6 g mol⁻¹
DFT total energy ... -3916.15105 Ha

Bonds (Å) are listed after each position.
Positions of all 108 atoms, in Å:
1 P 0.50690 -0.14317 -0.05001  F2 1.640, F3 1.579, F4 1.635, F5 1.578, F6 1.681, F7 1.670
2 F -0.76559 0.06565 -1.06372  P1 1.640
3 F 1.49210 0.50790 -1.09764  P1 1.579
4 F 0.33638 1.30443 0.69088  P1 1.635
5 F 1.66594 -0.39749 0.99026  P1 1.578
6 F -0.58956 -0.83128 1.02166  P1 1.681
7 F 0.65236 -1.64936 -0.75645  P1 1.670
8 C 5.08208 -2.06043 -0.14385  C9 1.516, H14 1.090, H15 1.090, H16 1.090
9 C 4.32761 -2.85227 0.90589  C8 1.516, C10 1.461, N13 1.482, H17 1.090
10 C 4.29408 -2.08697 2.14938  C9 1.461, O11 1.382, H18 1.090, H19 1.090
11 O 3.30225 -2.64904 2.92970  C10 1.382, C12 1.473
12 C 2.90799 -1.75203 4.02946  O11 1.473, H20 1.090, H21 1.090, H22 1.090
13 N 3.04514 -3.38747 0.38995  C9 1.482, H23 1.010, H24 1.010
14 H 5.45977 -2.81121 -0.83796  C8 1.090
15 H 5.97660 -1.57581 0.24740  C8 1.090
16 H 4.55347 -1.43820 -0.86600  C8 1.090
17 H 5.04342 -3.65662 1.07541  C9 1.090
18 H 3.93580 -1.09467 1.87539  C10 1.090
19 H 5.27301 -2.07783 2.62865  C10 1.090
20 H 3.81282 -1.42555 4.54209  C12 1.090
21 H 2.39878 -2.26287 4.84669  C12 1.090
22 H 2.28354 -0.89579 3.77448  C12 1.090
23 H 2.57541 -2.72757 -0.21336  N13 1.010
24 H 3.35973 -3.90967 -0.41531  N13 1.010
25 C -3.81930 3.47340 -5.01300  C26 1.582, H31 1.090, H32 1.090, H33 1.090
26 C -3.60816 3.83960 -3.48838  C25 1.582, C27 1.507, N30 1.401, H34 1.090
27 C -2.29401 3.37845 -2.91240  C26 1.507, O28 1.408, H35 1.090, H36 1.090
28 O -2.09465 4.01005 -1.66961  C27 1.408, C29 1.452
29 C -0.93702 3.43032 -1.01311  O28 1.452, H37 1.090, H38 1.090, H39 1.090
30 N -3.60898 5.23577 -3.37045  C26 1.401, H40 1.010, H41 1.010
31 H -4.57455 4.05895 -5.53725  C25 1.090
32 H -4.15533 2.44025 -5.10121  C25 1.090
33 H -2.90071 3.52469 -5.59751  C25 1.090
34 H -4.37142 3.42714 -2.82851  C26 1.090
35 H -1.43579 3.56039 -3.55928  C27 1.090
36 H -2.29674 2.29056 -2.84474  C27 1.090
37 H -0.03860 3.38726 -1.62882  C29 1.090
38 H -1.14612 2.43929 -0.61032  C29 1.090
39 H -0.70429 4.12031 -0.20202  C29 1.090
40 H -4.55593 5.39910 -3.68143  N30 1.010
41 H -3.08287 5.57782 -4.16185  N30 1.010
42 C -1.84398 -3.81365 2.55954  C43 1.579, H48 1.090, H49 1.090, H50 1.090
43 C -0.33184 -4.16140 2.26521  C42 1.579, C44 1.474, N47 1.501, H51 1.090
44 C -0.24942 -4.91753 1.00304  C43 1.474, O45 1.354, H52 1.090, H53 1.090
45 O 1.04996 -5.26758 0.84985  C44 1.354, C46 1.470
46 C 1.38240 -6.37705 -0.05531  O45 1.470, H54 1.090, H55 1.090, H56 1.090
47 N 0.57844 -2.96881 2.32112  C43 1.501, H57 1.010, H58 1.010
48 H -2.62545 -4.02117 1.82856  C42 1.090
49 H -1.90827 -2.77808 2.89356  C42 1.090
50 H -2.12708 -4.35249 3.46376  C42 1.090
51 H -0.07752 -4.81128 3.10251  C43 1.090
52 H -0.62771 -4.32112 0.17280  C44 1.090
53 H -0.88986 -5.79320 1.10857  C44 1.090
54 H 2.39352 -6.75801 0.08818  C46 1.090
55 H 1.13708 -6.26221 -1.11112  C46 1.090
56 H 0.77310 -7.25593 0.15545  C46 1.090
57 H 0.36300 -2.53218 3.20602  N47 1.010
58 H 0.26778 -2.24029 1.69435  N47 1.010
59 C 0.83038 1.92037 4.65187  C60 1.536, H66 1.090, H67 1.090, H68 1.090
60 C -0.48654 1.16602 4.41485  C59 1.536, O61 1.419, H69 1.090, H70 1.090
61 O -0.92740 0.43313 5.54664  C60 1.419, C62 1.295
62 C -0.70863 -0.84224 5.59259  O61 1.295, O63 1.216, O64 1.372
63 O -0.13890 -1.47719 4.72613  C62 1.216
64 O -1.24347 -1.40819 6.72261  C62 1.372, C65 1.442
65 C -0.78783 -2.73375 7.06178  O64 1.442, H71 1.090, H72 1.090, H73 1.090
66 H 0.76065 2.70692 5.40325  C59 1.090
67 H 0.87169 2.48533 3.72063  C59 1.090
68 H 1.68662 1.24832 4.70933  C59 1.090
69 H -0.26198 0.46398 3.61185  C60 1.090
70 H -1.16123 1.92858 4.02577  C60 1.090
71 H -1.62598 -3.35449 6.74509  C65 1.090
72 H -0.69850 -2.65230 8.14505  C65 1.090
73 H 0.09239 -3.13700 6.56108  C65 1.090
74 C -8.15324 0.14316 1.83008  C75 1.572, H81 1.090, H82 1.090, H83 1.090
75 C -7.35439 1.40209 2.32944  C74 1.572, O76 1.495, H84 1.090, H85 1.090
76 O -6.78316 2.02547 1.09601  C75 1.495, C77 1.369
77 C -5.58595 1.65970 0.54146  O76 1.369, O78 1.219, O79 1.291
78 O -5.05022 2.37763 -0.28499  C77 1.219
79 O -5.12279 0.55886 1.03037  C77 1.291, C80 1.466
80 C -3.86103 -0.08733 0.65542  O79 1.466, H86 1.090, H87 1.090, H88 1.090
81 H -7.49436 -0.69397 1.59943  C74 1.090
82 H -8.65524 0.41555 0.90170  C74 1.090
83 H -8.85808 -0.16112 2.60385  C74 1.090
84 H -6.56288 1.20108 3.05139  C75 1.090
85 H -8.01118 2.11237 2.83166  C75 1.090
86 H -3.93978 -1.17260 0.71929  C80 1.090
87 H -2.86498 0.16084 1.02200  C80 1.090
88 H -3.74059 0.02706 -0.42185  C80 1.090
89 C 5.86709 5.03677 -7.06787  C90 1.494, H96 1.090, H97 1.090, H98 1.090
90 C 5.67546 5.00974 -5.58635  C89 1.494, O91 1.430, H99 1.090, H100 1.090
91 O 5.05165 3.75730 -5.29237  C90 1.430, C92 1.345
92 C 3.76814 3.74126 -4.89209  O91 1.345, O93 1.259, O94 1.347
93 O 3.04670 4.75472 -4.69652  C92 1.259
94 O 3.48792 2.43837 -4.69521  C92 1.347, C95 1.434
95 C 2.31650 1.98378 -4.00489  O94 1.434, H101 1.090, H102 1.090, H103 1.090
96 H 4.93517 4.63243 -7.46302  C89 1.090
97 H 6.68371 4.41765 -7.43925  C89 1.090
98 H 6.04300 6.09014 -7.28597  C89 1.090
99 H 5.12988 5.87410 -5.20778  C90 1.090
100 H 6.63365 5.05499 -5.06876  C90 1.090
101 H 2.43205 2.20230 -2.94329  C95 1.090
102 H 1.93085 0.98637 -4.21600  C95 1.090
103 H 1.47876 2.61813 -4.29452  C95 1.090
104 C 1.65520 -2.06618 -3.89265  Cl105 1.801, Cl106 1.826, H107 1.090, H108 1.090
105 Cl 3.44420 -1.85908 -3.91149  C104 1.801
106 Cl 0.95074 -2.38036 -5.54769  C104 1.826
107 H 1.51660 -2.94132 -3.25781  C104 1.090
108 H 1.21996 -1.22099 -3.35942  C104 1.090